Entry 1:
This record from the Open Molecules 2025 dataset describes a structure of composition C6H14AuMgO4 at a distorted geometry. The level of theory is ωB97M-V/def2-TZVPD.

The largest force on an atom is 12.2 eV/A. The charge is +4. The electronic energy is -23717.010 eV. The spin multiplicity is 4. As for the expectation value of S²: 3.764. The HOMO-LUMO gap (alpha / beta) is 6.353 / 2.916 eV. The HOMO energy (alpha / beta) is -0.8712 / -0.8711 Ha.

Geometry as XYZ:
```
26
Properties=species:S:1:pos:R:3:forces:R:3
Au 2.261 4.773 1.611 3.7 11.6 0.5
Mg -0.219 -1.000 0.789 -0.2 -2.0 -1.3
O 1.744 3.165 1.557 -4.2 -11.3 -1.6
O -0.342 0.741 1.663 0.6 1.7 -0.8
O -0.288 -2.443 -0.616 -0.3 1.5 1.1
O -0.673 0.113 -0.854 0.6 0.7 1.8
C -0.419 -1.940 -1.955 0.2 0.1 -0.8
C 0.257 -3.765 -0.555 0.6 -1.5 0.0
C 2.050 2.113 2.445 -1.6 -1.5 0.3
C -1.236 -0.672 -1.900 -0.9 -0.8 -1.4
C -0.767 1.740 0.841 0.5 0.1 1.0
C -1.360 1.308 -0.476 0.1 -0.7 -0.5
H -1.351 2.527 1.340 0.2 0.4 0.1
H -2.437 1.083 -0.379 0.0 0.3 0.1
H -1.177 -0.141 -2.859 0.0 -0.1 0.2
H 0.588 -1.751 -2.355 -0.2 -0.1 0.0
H 0.371 -4.028 0.501 -0.1 -0.1 -0.2
H -2.290 -0.887 -1.669 0.2 0.1 0.0
H -0.925 -2.689 -2.578 0.1 0.2 0.1
H 2.585 1.280 1.971 0.5 0.4 -0.2
H -0.434 -4.464 -1.041 0.2 0.2 0.2
H -1.244 2.075 -1.254 0.0 0.2 0.2
H 0.714 2.770 0.982 0.0 0.1 0.1
H 1.234 -3.786 -1.054 -0.2 0.0 0.1
H 0.915 1.423 2.439 0.7 0.7 0.6
H 2.443 2.454 3.408 -0.2 -0.1 0.1
```
Positions in Å, forces in eV/Å.

Here are the Mulliken charges for atoms 1 to 5, given in e: 1.053, 1.180, -0.133, -0.416, -0.224

***

Entry 2:
This record from the Open Molecules 2025 dataset describes a cluster of 4 separate species, C30H33Cl2N3O7P2 in total at a distorted geometry. The level of theory is ωB97M-V/def2-TZVPD.

The largest force on an atom is 1.1 eV/A. The electronic energy is -94060.494 eV. The HOMO-LUMO gap is 6.590 eV. The HOMO energy is -0.2688 Ha.

Geometry as XYZ:
```
77
Properties=species:S:1:pos:R:3:forces:R:3
Cl 0.152 -1.941 -2.859 0.0 0.0 -0.2
Cl -1.197 -2.071 1.186 -0.1 -0.1 0.0
P -3.671 -4.474 -3.091 0.0 -1.0 -0.5
P -2.430 -3.277 -1.604 -0.1 0.2 0.1
O 9.376 -1.247 3.699 0.0 0.0 0.0
O 5.440 4.340 -0.521 0.0 0.0 0.0
O -7.088 4.379 -4.847 0.0 0.0 0.0
O 4.864 2.903 -2.015 0.0 0.0 0.0
O -7.677 3.801 -2.860 0.0 0.0 0.0
O -5.310 -4.274 -2.789 0.1 0.3 0.1
O 8.882 0.545 4.782 0.0 0.0 0.0
N 5.229 3.206 -0.897 0.0 0.0 0.0
N -6.943 4.370 -3.641 0.0 -0.1 0.0
N 8.813 -0.653 4.594 0.0 0.0 -0.1
C -0.012 -1.783 -1.127 0.0 -0.1 0.3
C -5.775 -1.512 -1.525 0.2 0.1 0.0
C 5.970 1.402 2.280 0.0 -0.1 0.0
C -5.785 5.090 -3.086 0.1 0.1 0.1
C -5.996 -0.486 -2.437 0.2 0.1 0.0
C -3.861 -0.366 -0.674 -0.2 0.1 -0.1
C 5.425 2.117 0.074 0.0 -0.1 0.1
C -3.501 -3.409 -4.571 -0.2 0.5 0.8
C -5.136 0.606 -2.486 0.4 -0.1 0.5
C -3.603 6.399 -2.053 0.0 0.0 0.0
C -4.694 -1.489 -0.639 -0.4 0.5 -0.3
C -4.076 0.665 -1.586 -0.2 -0.5 0.1
C 5.212 0.812 -0.329 -0.1 -0.2 -0.2
C -4.463 -2.629 0.316 0.5 0.1 0.0
C 6.520 -1.537 7.398 0.0 -0.1 0.0
C 5.380 -0.209 0.591 0.0 0.0 0.1
C -5.569 5.057 -1.721 0.0 0.0 0.2
C 1.088 -1.016 -0.480 0.3 0.1 -0.4
C 7.976 -1.441 5.514 -0.1 -0.1 0.1
C 5.807 2.430 1.366 0.0 0.1 0.2
C -3.481 -3.738 -0.175 -0.6 0.0 0.0
C -1.086 -2.312 -0.554 -0.1 0.1 0.0
C -4.939 5.765 -3.947 0.1 0.1 -0.2
C 7.298 -0.789 6.528 -0.1 0.1 0.1
C 7.120 -3.549 6.218 0.0 0.1 0.1
C 6.434 -2.914 7.245 0.0 0.0 0.0
C -4.466 5.718 -1.205 0.1 0.0 -0.1
C -3.841 6.425 -3.421 0.0 0.0 0.1
C 5.754 0.085 1.896 0.0 0.0 0.0
C 7.898 -2.810 5.342 0.0 -0.2 -0.1
H -3.393 1.499 -1.587 0.0 0.2 -0.1
H 1.993 -1.114 -1.071 0.1 0.0 0.0
H -2.566 -3.607 -5.080 0.1 -0.1 -0.2
H -5.415 -3.104 0.529 -0.2 -0.1 0.1
H -3.503 -2.360 -4.251 0.0 0.1 -0.1
H -5.648 -5.126 -2.511 -0.2 -0.1 -0.1
H 7.374 0.282 6.641 0.1 0.0 -0.1
H -1.385 -4.161 -1.952 0.0 -0.1 0.0
H -4.102 -4.566 -0.499 0.1 -0.2 -0.3
H -4.280 5.699 -0.140 0.0 0.0 0.0
H 0.822 0.039 -0.468 0.0 0.2 0.1
H 6.266 1.628 3.296 0.0 0.0 0.0
H -6.827 -0.553 -3.121 -0.1 0.0 -0.1
H -4.084 -2.225 1.248 0.1 0.1 0.2
H 5.878 -0.715 2.615 0.0 0.0 0.0
H -3.029 -0.272 0.009 0.1 -0.1 0.2
H 1.294 -1.346 0.530 -0.1 -0.1 0.2
H 5.984 -1.044 8.197 0.0 0.0 0.0
H 5.216 -1.235 0.291 0.0 0.0 0.0
H -2.605 -2.090 -2.368 0.1 0.0 0.2
H 8.434 -3.295 4.540 0.1 0.1 0.0
H -3.168 6.957 -4.079 0.0 0.0 0.0
H -4.366 -3.545 -5.210 0.0 -0.2 -0.3
H -6.443 -2.359 -1.520 -0.1 -0.1 0.0
H 5.830 -3.495 7.930 0.0 0.0 0.0
H -6.246 4.524 -1.070 -0.1 0.0 -0.1
H -5.131 5.777 -5.009 -0.1 -0.1 0.0
H -5.256 1.414 -3.190 -0.2 0.0 -0.2
H -2.740 6.911 -1.646 0.0 0.0 0.0
H -2.890 -4.127 0.646 0.3 0.2 0.1
H 7.050 -4.621 6.101 0.0 0.0 0.0
H 5.973 3.456 1.657 0.0 0.0 -0.1
H 4.920 0.586 -1.344 0.0 0.1 0.0
```
Positions in Å, forces in eV/Å.

Here are the Mulliken charges for atoms 1 to 5, given in e: -0.215, -0.228, -0.074, 0.434, -0.605

***

Entry 3:
This record from the Open Molecules 2025 dataset describes the ion C6H11N5 with charge +2 at a distorted geometry. The level of theory is ωB97M-V/def2-TZVPD.

The largest force on an atom is 5.8 eV/A. The charge is +2. The electronic energy is -13830.899 eV. The HOMO-LUMO gap (alpha / beta) is 7.211 / 7.212 eV. The HOMO energy (alpha / beta) is -0.6249 / -0.6249 Ha.

Geometry as XYZ:
```
22
Properties=species:S:1:pos:R:3:forces:R:3
N -2.985 0.124 0.398 -5.1 -0.9 2.7
N 2.486 1.545 0.265 -1.2 -2.9 0.7
N -1.800 1.689 -0.370 -0.5 4.0 -0.8
N -4.176 -0.065 0.061 3.3 -1.3 -2.3
N 1.898 -0.570 -0.071 0.8 2.7 0.3
C 2.101 -1.944 -0.419 0.0 -1.4 0.3
C 0.735 0.158 0.129 -0.3 1.2 -0.3
C -0.644 -0.497 0.097 -0.7 -0.2 0.6
C 1.109 1.496 0.350 -0.5 -1.4 0.3
C -1.792 0.503 -0.089 1.9 -2.3 -0.7
C 2.961 0.241 0.122 -2.0 2.5 -1.4
H 1.453 -2.530 0.250 1.0 -0.2 0.2
H -4.443 -0.505 -0.853 0.3 0.9 0.3
H 2.957 2.359 0.604 0.9 0.3 -0.1
H -0.810 -1.290 -0.693 0.6 0.7 0.8
H -2.692 2.269 -0.308 1.5 -1.0 -0.3
H -0.883 -0.961 1.117 0.5 0.3 -1.3
H 3.934 0.045 -0.270 0.7 -0.4 0.4
H -4.892 -0.062 0.744 -0.8 0.2 1.4
H 3.202 -2.071 -0.367 -0.9 -0.7 0.4
H 0.498 2.354 0.704 0.7 -0.8 -0.7
H 1.782 -2.288 -1.401 -0.1 0.9 -0.4
```
Positions in Å, forces in eV/Å.

Here are the Mulliken charges for atoms 1 to 5, given in e: 0.040, -0.056, -0.457, -0.093, 0.078

***

Entry 4:
This record from the Open Molecules 2025 dataset describes a cluster of 6 separate species, C14H39FNO10PS5 in total at a distorted geometry. The level of theory is ωB97M-V/def2-TZVPD.

The largest force on an atom is 1.8 eV/A. The electronic energy is -103292.699 eV. The HOMO-LUMO gap is 9.085 eV. The HOMO energy is -0.3172 Ha.

Geometry as XYZ:
```
71
Properties=species:S:1:pos:R:3:forces:R:3
S 0.588 -8.870 3.066 0.0 -0.1 0.1
S 3.450 6.459 -2.091 0.0 0.1 0.0
S -3.610 -5.876 1.245 0.0 0.0 -0.1
S -1.092 3.794 4.094 0.0 -0.1 0.1
S -0.745 -2.395 -3.275 -0.1 0.0 -0.1
P -1.781 4.772 -1.204 -1.2 0.9 -0.7
F -1.756 2.597 0.029 0.1 -0.3 0.5
O 0.136 -1.627 -2.349 0.0 -0.4 0.1
O -0.242 4.383 3.023 -0.1 0.0 0.1
O -2.327 3.892 0.108 0.4 0.1 -0.7
O -2.890 5.622 -1.588 -0.6 0.4 0.0
O -1.380 3.692 -2.280 0.7 0.4 0.8
O -0.115 -8.026 2.059 0.1 -0.1 0.1
O 2.157 1.416 -2.023 0.3 -0.1 -0.2
O -0.562 5.683 -0.767 0.1 -1.5 0.6
O -4.044 -4.483 0.952 0.0 0.0 0.0
O 2.690 5.495 -2.937 0.4 0.6 0.0
N -0.116 1.194 -2.070 0.6 0.0 -0.2
C 0.017 -4.006 -3.507 0.1 -0.1 0.1
C 1.097 3.407 -2.625 -1.6 -0.9 0.2
C -2.141 -2.979 -2.311 0.0 -0.1 0.1
C 4.979 5.645 -1.617 0.1 -0.1 0.0
C -1.930 -6.054 0.647 0.1 0.0 -0.1
C 2.311 -8.363 3.068 0.1 0.0 -0.1
C -3.184 -5.950 2.989 0.0 0.0 0.1
C 1.083 1.945 -2.201 0.3 -0.3 0.1
C -2.691 3.425 3.363 -0.1 0.0 0.0
C -0.227 4.007 -3.093 0.9 0.1 -0.6
C 4.203 7.662 -3.194 0.1 0.0 -0.1
C 0.860 -10.478 2.312 0.0 -0.1 -0.1
C -1.662 5.154 5.122 0.0 0.1 0.0
C 0.316 5.150 0.270 0.8 0.5 -0.4
H -1.537 -7.023 0.954 0.0 0.1 0.0
H -0.801 5.565 5.645 0.0 -0.1 0.0
H -4.098 -5.818 3.566 0.0 0.0 -0.1
H -0.405 3.677 -4.112 -0.6 -0.3 0.1
H -2.480 -5.152 3.229 0.0 0.0 -0.1
H -2.745 -6.923 3.212 0.0 0.0 -0.1
H 4.731 4.821 -0.950 -0.1 0.0 0.0
H -2.385 4.782 5.847 0.0 0.0 0.0
H 1.529 3.994 -1.835 0.1 0.0 0.2
H 0.108 4.119 0.533 -0.2 0.0 0.1
H -0.107 -10.956 2.178 0.0 0.1 0.0
H -0.656 -4.643 -4.080 0.0 0.0 0.0
H -2.556 2.619 2.645 0.1 0.0 0.0
H 4.867 8.312 -2.623 0.0 0.0 0.0
H -1.949 -5.995 -0.441 -0.1 0.0 0.0
H -3.379 3.106 4.145 0.0 0.0 0.0
H 1.773 3.460 -3.468 0.2 0.1 0.0
H 4.757 7.145 -3.978 0.0 -0.1 0.0
H -2.113 5.924 4.496 0.0 0.0 -0.1
H 5.481 5.258 -2.504 -0.1 0.0 0.0
H 3.407 8.256 -3.638 0.0 0.0 0.0
H -0.416 1.264 -1.102 -0.5 0.3 -0.2
H 1.334 5.204 -0.112 0.0 0.0 -0.1
H 0.944 -3.865 -4.059 0.0 0.1 0.0
H 2.364 -7.352 3.468 -0.1 0.0 0.0
H 0.251 5.790 1.138 -0.3 -0.1 0.1
H -0.085 5.086 -3.164 -0.1 0.1 0.1
H 2.885 -9.037 3.704 0.0 0.0 0.0
H 0.233 -4.454 -2.537 0.0 0.1 0.0
H 2.700 -8.375 2.050 -0.1 0.0 0.0
H 0.168 0.211 -2.178 -0.1 0.2 0.1
H -2.738 -2.118 -2.018 0.0 0.0 0.0
H -3.076 4.308 2.852 0.1 0.0 0.0
H -2.747 -3.649 -2.921 0.0 0.0 0.0
H -1.308 -5.253 1.045 0.0 0.0 0.0
H 1.344 -10.353 1.343 0.0 0.1 0.0
H 1.480 -11.086 2.971 0.0 0.0 0.0
H 5.620 6.356 -1.095 0.0 0.0 0.0
H -1.786 -3.496 -1.420 0.0 0.0 0.0
```
Positions in Å, forces in eV/Å.

Here are the Mulliken charges for atoms 1 to 5, given in e: 0.445, 0.534, 0.453, 0.390, 0.512

***

Entry 5:
This record from the Open Molecules 2025 dataset describes a cluster of 3 separate species, C5H14O2 in total at a distorted geometry. The level of theory is ωB97M-V/def2-TZVPD.

The largest force on an atom is 4.8 eV/A. The electronic energy is -9505.243 eV. The HOMO-LUMO gap is 9.768 eV. The HOMO energy is -0.3355 Ha.

Geometry as XYZ:
```
21
Properties=species:S:1:pos:R:3:forces:R:3
O 0.925 1.762 -1.561 2.1 1.6 -0.1
O -2.307 2.602 -1.000 -0.1 0.1 0.9
C 0.845 -0.555 0.306 -1.4 -3.8 -2.5
C -0.271 -0.422 2.456 2.3 -1.3 2.7
C 0.699 0.299 1.491 0.4 -0.2 0.9
C -0.034 -2.049 -1.700 0.4 0.8 4.0
C -0.228 -1.090 -0.378 0.3 0.3 -1.6
H -1.216 -0.317 2.108 -3.0 0.5 -1.1
H -1.321 -0.779 -0.215 1.8 -0.3 0.0
H -2.012 2.688 -0.053 0.2 -0.3 -1.9
H -0.495 -1.643 -2.537 -0.9 1.0 -1.5
H 1.391 0.922 -1.601 -0.4 -0.5 0.1
H 1.760 -1.188 0.064 -0.6 1.5 0.4
H -0.171 -1.570 2.555 0.5 1.8 -0.5
H -0.275 -0.070 3.531 0.2 0.0 -1.2
H -0.478 -3.034 -1.535 0.3 0.0 0.1
H 1.677 0.511 1.934 -0.1 -0.3 0.1
H 0.349 1.280 1.167 -0.4 0.0 0.2
H 1.721 2.383 -1.552 -1.8 -0.8 -0.1
H -1.593 2.362 -1.618 0.1 0.1 1.1
H 1.034 -2.092 -1.865 0.2 -0.4 -0.2
```
Positions in Å, forces in eV/Å.

Here are the Mulliken charges for atoms 1 to 5, given in e: -0.599, -0.651, -0.323, -1.140, -0.433

***

Entry 6:
This record from the Open Molecules 2025 dataset describes a cluster of 2 separate species, C2H4O3P2 in total at a distorted geometry. The level of theory is ωB97M-V/def2-TZVPD.

The largest force on an atom is 1.5 eV/A. The charge is +2. The electronic energy is -26835.639 eV. The HOMO-LUMO gap (alpha / beta) is 5.324 / 3.997 eV. The HOMO energy (alpha / beta) is -0.6543 / -0.6389 Ha.

Geometry as XYZ:
```
11
Properties=species:S:1:pos:R:3:forces:R:3
P -0.874 -3.507 -0.822 -0.5 -0.6 0.0
P -0.552 2.774 0.957 -0.7 0.3 -0.4
O -0.486 1.285 0.735 0.0 -0.3 -0.3
O 0.057 -2.352 -0.790 0.5 0.6 0.0
O -1.970 3.327 0.432 1.1 -0.7 0.6
C 1.223 -0.683 0.349 1.2 -0.3 0.9
C 0.960 -1.311 -0.819 -0.7 0.3 -0.7
H 2.067 0.009 0.351 -0.5 0.2 0.0
H -2.635 2.678 0.146 -0.1 0.1 -0.1
H 0.956 -1.152 1.298 -0.3 0.5 -0.1
H 1.255 -1.068 -1.837 0.1 -0.1 0.2
```
Positions in Å, forces in eV/Å.

Here are the Mulliken charges for atoms 1 to 5, given in e: 0.822, 0.592, -0.370, 0.035, -0.363

***

Entry 7:
This record from the Open Molecules 2025 dataset describes the molecule C6H9N at a distorted geometry. The level of theory is ωB97M-V/def2-TZVPD.

The largest force on an atom is 1.1 eV/A. The electronic energy is -7853.698 eV. The HOMO-LUMO gap is 8.588 eV. The HOMO energy is -0.3297 Ha.

Geometry as XYZ:
```
16
Properties=species:S:1:pos:R:3:forces:R:3
N 2.176 -1.712 -1.009 -0.6 0.9 0.3
C 0.650 0.275 -0.210 0.0 0.0 -0.1
C 1.505 -0.831 -0.672 0.6 -0.7 -0.3
C -1.931 -1.030 -1.407 0.1 0.0 0.4
C 1.496 1.343 0.492 0.0 0.1 0.0
C -0.511 -0.272 0.667 0.0 -0.1 0.0
C -1.821 -0.321 -0.128 0.0 0.1 -0.2
H -0.257 -1.269 1.040 0.0 0.2 -0.1
H -2.563 -1.002 0.361 0.0 0.0 -0.1
H -0.628 0.374 1.545 0.0 -0.1 -0.1
H 2.258 1.740 -0.184 -0.1 -0.1 0.1
H -2.335 0.649 -0.138 0.0 -0.2 0.0
H 0.847 2.166 0.805 0.1 -0.1 0.0
H -1.101 -1.774 -1.425 -0.2 0.1 0.0
H 0.220 0.730 -1.112 0.1 -0.1 0.1
H 1.994 0.934 1.376 -0.1 0.0 -0.1
```
Positions in Å, forces in eV/Å.

Here are the Mulliken charges for atoms 1 to 5, given in e: -0.462, 0.744, 0.006, -0.448, -1.628